This record from the Open Molecules 2025 dataset describes a 7-piece molecular cluster, C42H104N5O9 overall in a non-equilibrium geometry. The level of theory is the ωB97M-V functional and the def2-TZVPD basis.

```
! RIJCOSX wB97M-V def2-TZVPD def2/J DEFGRID3
* xyz 4 2
C -0.28 -0.98 -0.79
O -0.09 0.29 -0.36
H -0.55 -1.61 0.06
H -1.13 -1.03 -1.47
H 0.59 -1.45 -1.24
C 0.37 -5.45 -0.03
C 1.21 -4.59 -1.05
N 1.78 -5.39 -2.24
C 2.53 -4.43 -3.18
C 2.73 -6.48 -1.59
C 3.86 -7.07 -2.43
C 0.68 -6.12 -3.05
C -0.45 -5.28 -3.56
O -1.14 -4.59 -2.51
C -2.39 -5.09 -2.19
H 0.91 -6.22 0.53
H -0.56 -5.94 -0.32
H 0.09 -4.71 0.72
H 2.06 -4.32 -0.43
H 0.75 -3.61 -1.19
H 1.86 -3.65 -3.55
H 2.83 -4.98 -4.07
H 3.40 -4.08 -2.63
H 2.16 -7.23 -1.03
H 3.26 -5.83 -0.89
H 4.62 -7.58 -1.84
H 4.42 -6.27 -2.91
H 3.43 -7.57 -3.31
H 0.26 -6.78 -2.29
H 1.21 -6.76 -3.76
H -1.08 -5.96 -4.14
H -0.20 -4.55 -4.33
H -2.84 -4.56 -1.35
H -2.43 -6.14 -1.92
H -3.07 -5.00 -3.04
C 2.96 -1.31 1.17
C 2.93 -0.35 2.37
N 2.05 -0.84 3.57
C 0.73 -1.45 2.95
C 2.74 -1.95 4.39
C 2.14 -2.19 5.79
C 1.69 0.38 4.43
C 2.74 1.38 4.72
O 3.81 0.67 5.30
C 5.04 1.42 5.47
H 3.67 -1.17 0.36
H 1.99 -1.38 0.68
H 3.21 -2.32 1.48
H 2.54 0.59 1.98
H 3.83 -0.01 2.88
H 0.14 -1.59 3.85
H 0.95 -2.42 2.50
H 0.22 -0.85 2.19
H 3.81 -1.71 4.43
H 2.67 -2.93 3.92
H 2.13 -1.30 6.43
H 2.70 -2.88 6.43
H 1.08 -2.39 5.65
H 1.19 0.13 5.37
H 0.85 0.89 3.95
H 2.39 2.15 5.40
H 3.02 1.84 3.77
H 5.75 0.77 5.97
H 5.02 2.30 6.11
H 5.52 1.71 4.54
C -1.75 2.26 -2.54
C -2.20 3.14 -1.27
N -1.96 4.63 -1.47
C -0.43 4.78 -1.73
C -2.96 5.12 -2.63
C -2.80 6.60 -2.94
C -2.17 5.23 -0.09
C -3.64 5.24 0.58
O -3.71 5.99 1.79
C -3.08 5.41 2.94
H -0.73 1.89 -2.46
H -1.80 2.66 -3.55
H -2.15 1.25 -2.47
H -1.81 2.70 -0.36
H -3.28 3.03 -1.12
H -0.38 4.37 -2.74
H 0.10 4.18 -0.98
H -0.19 5.84 -1.80
H -3.94 5.01 -2.17
H -2.74 4.47 -3.48
H -1.75 6.89 -2.93
H -3.34 7.24 -2.24
H -3.29 6.76 -3.90
H -1.95 6.26 -0.39
H -1.36 4.92 0.58
H -3.90 4.18 0.67
H -4.41 5.66 -0.06
H -3.31 4.37 3.16
H -3.31 5.97 3.85
H -1.99 5.39 3.02
C 5.24 -1.06 -3.95
C 4.74 0.18 -3.16
N 3.23 0.69 -3.49
C 3.21 1.59 -4.77
C 2.35 -0.58 -3.75
C 0.92 -0.35 -4.33
C 2.57 1.45 -2.26
C 3.45 2.68 -1.96
O 3.19 3.57 -2.98
C 3.54 4.95 -2.73
H 6.28 -1.26 -3.70
H 4.89 -1.10 -4.98
H 4.77 -1.97 -3.56
H 5.39 1.04 -3.28
H 4.74 -0.23 -2.15
H 4.00 2.33 -4.86
H 2.18 1.91 -4.86
H 3.40 0.85 -5.54
H 2.28 -1.08 -2.78
H 2.86 -1.18 -4.50
H 0.51 0.53 -3.84
H 0.18 -1.10 -4.04
H 0.93 -0.15 -5.40
H 2.37 0.81 -1.40
H 1.62 1.85 -2.61
H 4.49 2.35 -1.92
H 3.23 3.18 -1.01
H 4.58 5.16 -2.96
H 3.30 5.30 -1.73
H 2.96 5.54 -3.44
C -3.47 -2.86 3.05
C -3.09 -1.70 1.91
N -4.02 -0.41 1.93
C -3.52 0.52 0.83
C -5.52 -0.85 1.72
C -5.94 -1.26 0.32
C -3.67 0.33 3.21
C -4.52 1.62 3.49
O -5.83 1.28 4.01
C -6.69 2.30 4.13
H -3.20 -2.57 4.07
H -2.89 -3.72 2.72
H -4.50 -3.17 3.24
H -3.18 -2.09 0.90
H -2.01 -1.59 1.97
H -2.51 0.86 1.06
H -4.30 1.27 0.78
H -3.53 -0.07 -0.09
H -6.08 0.03 2.03
H -5.63 -1.57 2.53
H -6.87 -1.82 0.23
H -5.26 -2.06 0.01
H -5.84 -0.53 -0.48
H -2.58 0.42 3.20
H -3.87 -0.50 3.89
H -4.62 2.25 2.61
H -3.98 2.21 4.23
H -6.97 2.55 3.11
H -6.38 3.24 4.59
H -7.55 1.94 4.69
O -0.35 2.42 1.64
C 0.77 3.03 1.87
O 0.78 3.91 2.79
O 1.65 3.07 1.07
H -0.28 2.02 0.77
*
```

Its largest force on an atom is 4.80 eV/Å. The HOMO-LUMO gap (spin up / spin down) comes out at 8.31 / 4.67 eV. The total energy comes out at -2611.85979 Eh. The highest occupied orbital energy (spin up / spin down) comes out at -15.94 / -15.93 eV.